1.
DFT (ωB97M-V with the def2-TZVPD basis set) results for C29H32F4N6O2Rb as an isolated structure in a non-equilibrium geometry.

Calculated values
HOMO energy   -3.59 eV
E   -55155.751 eV
ΔE to the lowest compared entry with this formula, charge and spin   10.3 kcal/mol

```
! wB97M-V def2-TZVPD RIJCOSX def2/J DEFGRID3
* xyz -1 1
Rb 0.32 0.33 -0.06
C 0.14 -2.08 3.60
C -0.54 -2.88 2.49
N 0.21 -2.91 1.25
C 1.56 -3.47 1.41
C 2.64 -2.50 0.94
C -0.56 -3.58 0.21
C 0.06 -3.56 -1.18
N 0.08 -2.22 -1.72
C 0.65 -2.00 -2.88
C 0.70 -0.65 -3.37
F 0.11 0.32 -2.61
C 1.28 -0.28 -4.55
F 1.27 1.03 -4.90
C 1.89 -1.19 -5.40
C 1.84 -2.51 -4.98
F 2.40 -3.45 -5.78
C 1.26 -2.91 -3.81
F 1.26 -4.25 -3.55
H -0.57 -1.91 4.41
H 0.46 -1.11 3.21
H 1.01 -2.60 4.01
H -1.51 -2.43 2.28
H -0.74 -3.91 2.85
H 1.64 -4.41 0.85
H 1.73 -3.72 2.46
H 2.52 -2.28 -0.12
H 3.63 -2.94 1.09
H 2.58 -1.57 1.50
H -1.53 -3.06 0.14
H -0.76 -4.63 0.49
H -0.54 -4.25 -1.79
H 1.07 -4.00 -1.13
H 2.36 -0.90 -6.32
O 2.05 1.01 1.51
C 2.69 1.42 2.52
C 4.12 1.57 2.48
C 4.86 2.00 3.54
C 4.23 2.33 4.76
C 2.86 2.21 4.84
C 2.07 1.77 3.78
C 0.62 1.67 3.94
N -0.28 1.23 3.08
C -1.49 1.29 3.71
C -1.36 1.79 4.96
N -0.01 2.03 5.11
H 4.60 1.30 1.54
H 5.93 2.10 3.46
H 4.81 2.68 5.60
H 2.40 2.46 5.79
H -2.39 0.95 3.21
H -2.06 1.98 5.76
H 0.42 2.40 5.93
C -2.11 4.33 -2.18
C -1.96 3.40 -1.00
O -0.88 3.03 -0.59
N -3.15 3.02 -0.44
C -3.24 2.06 0.65
C -3.79 0.73 0.17
C -5.11 0.36 0.41
C -5.56 -0.85 -0.09
C -4.69 -1.64 -0.82
C -3.39 -1.19 -1.02
N -2.96 -0.03 -0.53
H -1.15 4.81 -2.36
H -2.88 5.08 -2.01
H -2.37 3.75 -3.07
H -4.00 3.24 -0.93
H -3.87 2.46 1.44
H -2.23 1.91 1.02
H -5.77 1.00 0.99
H -6.58 -1.18 0.09
H -5.01 -2.60 -1.22
H -2.66 -1.76 -1.58
*
```

***

2.
DFT (ωB97M-V with the def2-TZVPD basis set) results for C29H32MoNO2SSe4Si as an isolated structure.

Calculated values
HOMO energy (spin up / spin down)   -10.31 / -10.48 eV
E   -318128.506 eV
⟨S²⟩   2.022

```
! wB97M-V def2-TZVPD RIJCOSX def2/J DEFGRID3
* xyz 1 3
Mo 0.63 -1.36 1.91
Se 1.17 -1.32 4.21
Se 2.27 -3.36 5.02
Se 2.69 -4.57 3.23
Se 1.80 -3.35 1.32
C -2.52 -3.90 0.41
Si -2.28 -2.93 1.99
C -1.43 -4.01 3.24
C -3.88 -2.31 2.72
N -1.26 -1.49 1.65
C -1.85 -0.30 1.13
C -3.00 -0.26 0.35
C -3.51 0.95 -0.10
C -2.88 2.14 0.22
C -1.72 2.13 0.99
C -1.23 0.92 1.41
O -0.05 0.77 2.14
C 0.47 1.86 2.85
C -0.27 2.40 3.89
C 0.28 3.45 4.61
C 1.55 3.93 4.30
C 2.28 3.36 3.27
C 1.74 2.31 2.53
H -2.82 -4.92 0.67
H -1.58 -3.96 -0.14
H -3.29 -3.50 -0.25
H -2.18 -4.72 3.62
H -1.04 -3.45 4.09
H -0.62 -4.59 2.80
H -4.50 -3.16 3.01
H -4.46 -1.70 2.03
H -3.69 -1.72 3.62
H -3.50 -1.18 0.08
H -4.40 0.96 -0.71
H -3.28 3.09 -0.13
H -1.21 3.05 1.25
H -1.25 2.01 4.11
H -0.28 3.89 5.42
H 1.97 4.75 4.87
H 3.27 3.72 3.04
H 2.29 1.85 1.73
O 1.02 -0.66 -0.04
S 1.84 0.36 -0.83
C 0.60 1.25 -1.77
C 1.24 2.35 -2.57
C 1.99 3.34 -1.93
C 2.58 4.36 -2.67
C 2.42 4.39 -4.05
C 1.67 3.42 -4.69
C 1.08 2.40 -3.95
C 2.65 -0.64 -2.11
C 1.72 -1.47 -2.94
C 1.52 -1.14 -4.28
C 0.64 -1.89 -5.06
C -0.04 -2.96 -4.50
C 0.17 -3.29 -3.17
C 1.05 -2.56 -2.39
H -0.09 1.63 -1.01
H 0.07 0.52 -2.39
H 2.09 3.33 -0.85
H 3.15 5.12 -2.16
H 2.88 5.19 -4.62
H 1.54 3.46 -5.76
H 0.49 1.64 -4.45
H 3.35 -1.25 -1.53
H 3.23 0.08 -2.70
H 2.06 -0.32 -4.72
H 0.50 -1.64 -6.10
H -0.72 -3.54 -5.10
H -0.35 -4.14 -2.73
H 1.22 -2.83 -1.36
*
```

***

3.
DFT (ωB97M-V with the def2-TZVPD basis set) results for a single C29H32N4O5 molecule in a non-equilibrium geometry.

Calculated values
HOMO energy   -8.56 eV
E   -46790.188 eV
SMILES   COc1ccc(N(C(=O)/C=C/C(=O)Nc2cc(C)on2)[C@H](C(=O)NC2CCCC2)c2ccccc2C)cc1
ΔE to the lowest compared entry with this formula, charge and spin   38.7 kcal/mol

```
! wB97M-V def2-TZVPD RIJCOSX def2/J DEFGRID3
* xyz 0 1
C -4.71 -3.41 0.79
H -4.56 -4.01 -0.11
O -3.54 -3.39 1.59
C -2.44 -2.76 1.12
C -1.36 -2.65 2.00
C -0.22 -1.97 1.63
C -0.12 -1.40 0.37
C -1.16 -1.58 -0.54
C -2.32 -2.24 -0.17
H -3.12 -2.34 -0.89
H -1.07 -1.19 -1.54
N 1.00 -0.61 0.01
C 0.82 0.70 -0.32
O 1.70 1.44 -0.70
C -0.60 1.13 -0.17
C -1.25 1.85 -1.08
C -2.70 2.16 -0.97
O -3.20 3.22 -1.29
N -3.42 1.09 -0.50
C -4.78 1.02 -0.35
N -5.34 -0.12 -0.02
O -6.68 0.11 0.06
C -6.93 1.40 -0.23
C -5.76 2.04 -0.50
H -5.58 3.06 -0.76
C -8.33 1.87 -0.20
H -8.93 1.32 -0.92
H -8.76 1.71 0.79
H -8.37 2.93 -0.44
H -2.94 0.22 -0.31
H -0.74 2.23 -1.95
H -1.08 0.82 0.75
C 2.32 -1.22 0.13
C 3.11 -1.25 -1.16
C 2.53 -0.87 -2.36
C 3.25 -0.90 -3.54
C 4.57 -1.31 -3.53
C 5.14 -1.73 -2.35
C 4.43 -1.71 -1.15
C 5.10 -2.21 0.09
H 4.43 -2.81 0.70
H 5.44 -1.38 0.71
H 5.97 -2.82 -0.17
H 6.16 -2.08 -2.34
H 5.15 -1.33 -4.45
H 2.78 -0.60 -4.47
H 1.50 -0.56 -2.39
H 2.15 -2.25 0.45
C 3.05 -0.52 1.31
O 3.01 -0.99 2.43
N 3.69 0.60 0.96
H 3.48 1.00 0.05
C 4.34 1.47 1.92
H 4.49 0.87 2.82
C 5.66 2.01 1.32
C 5.42 3.49 1.02
C 3.91 3.68 1.08
H 3.44 3.38 0.14
H 3.62 4.71 1.29
C 3.49 2.72 2.19
H 3.75 3.13 3.17
H 2.43 2.49 2.18
H 5.89 4.11 1.79
H 5.83 3.79 0.06
H 5.89 1.46 0.41
H 6.48 1.87 2.02
H 0.60 -1.86 2.33
H -1.46 -3.08 2.98
H -5.02 -2.40 0.52
H -5.47 -3.88 1.41
*
```

***

4.
DFT (ωB97M-V with the def2-TZVPD basis set) results for C29H32N5O2PtS2Si as an isolated structure in a non-equilibrium geometry.

Calculated values
HOMO energy (spin up / spin down)   -10.14 / -10.13 eV
E   -74928.774 eV
ΔE to the lowest compared entry with this formula, charge and spin   6.4 kcal/mol

```
! wB97M-V def2-TZVPD RIJCOSX def2/J DEFGRID3
* xyz 1 1
Pt 1.34 -0.13 0.47
C -1.20 -4.92 1.76
C -0.95 -5.11 0.41
C -0.52 -4.06 -0.38
C -0.33 -2.82 0.21
C -0.56 -2.61 1.57
C -1.01 -3.67 2.34
N 0.14 -1.70 -0.54
N -0.02 -1.77 -1.77
C 0.52 -0.68 -2.52
C 0.28 -0.65 -3.89
C 0.86 0.37 -4.62
C 1.65 1.30 -3.96
C 1.83 1.19 -2.59
N 1.26 0.21 -1.89
H -1.54 -5.74 2.37
H -1.09 -6.09 -0.03
H -0.31 -4.20 -1.43
H -0.40 -1.63 2.00
H -1.21 -3.52 3.39
H -0.34 -1.41 -4.34
H 0.70 0.44 -5.68
H 2.13 2.11 -4.50
H 2.42 1.90 -2.03
O -1.05 3.36 0.68
C -0.59 2.39 1.22
O -0.60 1.16 0.60
C -0.12 2.36 2.63
C -0.99 2.90 3.57
C -0.68 2.86 4.92
C 0.51 2.27 5.33
C 1.39 1.75 4.39
C 1.08 1.80 3.03
S 2.34 1.32 1.90
H -1.91 3.36 3.23
H -1.37 3.28 5.64
H 0.76 2.22 6.38
H 2.33 1.32 4.71
C -4.19 0.80 -1.60
Si -3.17 1.99 -0.57
C -3.19 3.63 -1.45
C -3.85 2.06 1.18
C -1.45 1.14 -0.61
H -5.19 1.20 -1.76
H -4.29 -0.17 -1.12
H -3.75 0.65 -2.59
H -4.21 4.02 -1.49
H -2.85 3.51 -2.48
H -2.56 4.38 -0.96
H -4.92 1.85 1.16
H -3.70 3.04 1.63
H -3.38 1.31 1.82
H -1.61 0.09 -0.78
H -0.89 1.55 -1.45
N 4.78 -1.07 -1.52
C 4.33 -0.68 -0.33
S 3.14 -1.66 0.47
N 4.79 0.42 0.24
C 5.66 1.40 -0.34
C 5.27 2.73 -0.27
C 6.09 3.71 -0.81
C 7.29 3.36 -1.42
C 7.68 2.03 -1.47
C 6.87 1.04 -0.92
H 4.37 -1.89 -1.93
H 5.46 -0.54 -2.04
H 4.34 0.67 1.11
H 4.33 2.99 0.21
H 5.79 4.75 -0.75
H 7.93 4.12 -1.84
H 8.63 1.75 -1.91
H 7.21 0.01 -0.89
*
```

***

5.
DFT (ωB97M-V with the def2-TZVPD basis set) results for C29H32N7OV as an isolated structure in a non-equilibrium geometry.

Calculated values
HOMO energy (spin up / spin down)   -5.06 / -5.45 eV
E   -68754.886 eV
⟨S²⟩   2.466
ΔE to the lowest compared entry with this formula, charge and spin   17.2 kcal/mol

```
! wB97M-V def2-TZVPD RIJCOSX def2/J DEFGRID3
* xyz 0 3
V -0.37 -0.01 -0.04
C -3.30 1.69 2.52
C -2.13 0.97 1.92
N -1.66 1.19 0.69
C -2.06 2.30 -0.16
C -0.81 3.14 -0.40
N 0.37 2.26 -0.62
C 0.95 2.28 -1.97
C 0.27 1.27 -2.87
N 0.22 -0.04 -2.21
C 1.47 -0.86 -2.29
C 2.36 -0.68 -1.05
N 1.50 -0.68 0.13
C 1.71 -1.44 1.23
C 2.85 -2.39 1.39
C 0.70 -1.28 2.21
C 0.65 -1.73 3.52
C -0.43 -1.38 4.34
C -1.45 -0.53 3.88
C -1.38 -0.05 2.57
N -0.36 -0.49 1.73
H -4.18 1.60 1.88
H -3.09 2.76 2.66
H -3.54 1.27 3.49
H -2.85 2.92 0.28
H -2.42 1.92 -1.11
H -0.63 3.76 0.47
H -0.95 3.79 -1.26
H 1.08 2.44 0.08
H 2.01 2.04 -1.90
H 0.88 3.27 -2.43
H 0.79 1.23 -3.83
H -0.76 1.59 -3.06
H -0.54 -0.59 -2.58
H 2.04 -0.64 -3.20
H 1.16 -1.90 -2.30
H 2.90 0.28 -1.10
H 3.12 -1.46 -1.04
H 3.82 -1.89 1.32
H 2.81 -3.16 0.60
H 2.80 -2.90 2.35
H 1.46 -2.33 3.92
H -0.47 -1.74 5.36
H -2.26 -0.23 4.53
N -8.53 -5.74 -0.23
C -7.66 -5.00 -0.27
C -6.55 -4.07 -0.33
C -6.09 -3.60 -1.55
C -4.99 -2.75 -1.61
C -4.33 -2.35 -0.45
C -4.83 -2.81 0.79
C -5.92 -3.65 0.84
C -3.14 -1.56 -0.49
C -2.09 -0.91 -0.51
H -6.59 -3.90 -2.46
H -4.63 -2.40 -2.57
H -4.33 -2.48 1.69
H -6.29 -4.00 1.80
O -0.09 -2.97 -0.65
N -1.00 -3.85 -0.44
C -1.35 -4.15 0.83
C -2.32 -5.09 1.10
C -2.97 -5.74 0.06
C -2.64 -5.39 -1.23
C -1.67 -4.44 -1.47
H -0.82 -3.57 1.58
H -2.56 -5.30 2.13
H -3.72 -6.50 0.26
H -3.14 -5.84 -2.08
H -1.37 -4.10 -2.44
*
```

***

6.
DFT (ωB97M-V with the def2-TZVPD basis set) results for C29H33BN11OPt as an isolated structure.

Calculated values
HOMO energy (spin up / spin down)   -18.04 / -19.16 eV
E   -52930.835 eV
⟨S²⟩   8.785

```
! wB97M-V def2-TZVPD RIJCOSX def2/J DEFGRID3
* xyz 4 6
Pt -1.55 0.65 1.83
C -2.88 2.81 4.28
C -2.80 3.33 2.92
C -3.01 4.61 2.41
C -2.85 4.49 1.06
N -2.56 3.16 0.73
N -2.48 2.47 1.82
B -2.12 2.51 -0.68
N -2.87 1.19 -0.84
C -3.78 0.80 -1.77
C -4.22 -0.45 -1.46
C -3.54 -0.81 -0.29
C -3.68 -2.07 0.49
N -2.72 0.18 0.05
N -0.62 2.35 -0.59
C 0.45 2.82 -1.29
C 1.60 2.45 -0.64
C 1.18 1.73 0.49
C 2.01 1.10 1.56
N -0.15 1.68 0.50
N -2.63 3.48 -1.79
C -3.95 4.00 -1.89
C -4.05 4.67 -3.05
C -2.76 4.55 -3.65
C -2.26 5.06 -4.92
N -1.93 3.78 -2.82
H -3.91 2.89 4.65
H -2.26 3.41 4.96
H -2.57 1.77 4.33
H -3.26 5.50 2.95
H -2.90 5.25 0.30
H -4.03 1.43 -2.61
H -4.94 -1.04 -2.00
H -4.71 -2.18 0.86
H -3.01 -2.11 1.34
H -3.49 -2.93 -0.16
H 0.31 3.38 -2.19
H 2.61 2.68 -0.93
H 3.03 1.47 1.51
H 2.04 0.02 1.44
H 1.62 1.33 2.55
H -4.69 3.80 -1.12
H -4.90 5.20 -3.44
H -2.62 6.08 -5.10
H -2.70 4.46 -5.73
H -1.18 5.00 -4.99
C 8.25 -4.13 -1.89
C 6.89 -3.96 -1.34
C 6.66 -4.09 0.06
C 5.40 -3.99 0.56
C 4.29 -3.76 -0.31
N 3.06 -3.75 0.27
C 1.81 -3.82 -0.38
O 1.65 -3.72 -1.56
N 0.78 -4.18 0.52
C 0.22 -3.35 1.52
C -0.16 -3.90 2.74
C -0.76 -3.09 3.69
C -0.98 -1.76 3.40
N -0.66 -1.23 2.20
C -0.06 -2.00 1.28
C 4.51 -3.59 -1.70
C 5.78 -3.69 -2.19
H 9.01 -3.77 -1.21
H 8.36 -3.68 -2.87
H 8.44 -5.21 -2.01
H 7.49 -4.29 0.72
H 5.23 -4.11 1.62
H 3.04 -3.99 1.25
H 0.13 -4.83 0.09
H 0.04 -4.94 2.94
H -1.04 -3.48 4.66
H -1.45 -1.11 4.12
H 0.15 -1.54 0.32
H 3.68 -3.40 -2.37
H 5.96 -3.58 -3.25
*
```

***

- The highest E belongs to which entry?
  C29H32N4O5